The following is a DFT calculation (ωB97M-V with the def2-TZVPD basis set) of a 4-piece molecular cluster, C27H46BN4O12 overall at a distorted geometry.

Each atom is followed by the atoms it is bonded to, with distances in Å.
Geometry (Å):
1 O -4.5501 0.5205 -2.8081  C23 1.430, C34 1.365
2 O 0.0755 -0.4164 -5.4330  N16 1.160
3 O -3.0875 1.9052 4.9558  C38 1.188
4 O -2.0607 0.6299 3.4012  C32 1.430, C38 1.366
5 O -3.2535 -5.2516 4.5515  C22 1.191
6 O 0.9068 -0.2287 -3.4719  N16 1.436, C30 1.448
7 O -1.7181 -6.5374 5.5899  C19 1.434, C22 1.358
8 O -3.3334 -0.3364 4.9764  C18 1.435, C38 1.356
9 O -6.7557 0.8293 -2.4350  C34 1.185
10 O -6.0258 -1.0310 -3.4833  C34 1.362, C41 1.427
11 O 6.7916 -0.2360 0.2750  B44 1.383, H59 0.969
12 O -2.2557 -6.9547 3.4546  C20 1.430, C22 1.360
13 N 2.5422 1.0473 -1.1870  N14 1.313, C21 1.515, C42 1.330
14 N 3.3686 0.9655 -0.1702  N13 1.313, C40 1.333
15 N 4.3112 1.9838 -5.0742  C43 1.505, H81 1.018, H84 1.019
16 N 0.9624 -0.7974 -4.7893  O2 1.160, O6 1.436
17 C 5.0944 0.6155 -1.9280  C35 1.428, C40 1.421, H66 1.096
18 C -2.9955 -1.3625 4.0313  O8 1.435, C28 1.511, C32 1.506, H47 1.094
19 C -1.0918 -7.7799 5.2414  O7 1.434, C20 1.506, C26 1.511, H80 1.094
20 C -1.0720 -7.7048 3.7376  O12 1.430, C19 1.506, H73 1.089, H87 1.094
21 C 1.1005 1.3060 -0.7983  N13 1.515, C27 1.563, H58 1.105, H62 1.105
22 C -2.4848 -6.1609 4.5346  O5 1.191, O7 1.358, O12 1.360
23 C -3.7915 -0.6128 -3.2393  O1 1.430, C39 1.511, C41 1.507, H53 1.095
24 C -1.0545 3.2464 0.3091  C31 1.557, C36 1.563, H54 1.111, H71 1.112
25 C 5.5527 1.2249 2.0216  B44 1.587, H52 1.109, H70 1.109, H72 1.115
26 C 0.2816 -7.8864 5.8620  C19 1.511, H64 1.091, H74 1.092, H82 1.091
27 C 0.9758 1.6406 0.7230  C21 1.563, C36 1.557, H45 1.109, H48 1.110
28 C -2.7249 -2.6752 4.7297  C18 1.511, H57 1.086, H63 1.093, H78 1.084
29 C -0.2790 5.6015 -3.1839  C37 1.570, H56 1.108, H77 1.107, H90 1.107
30 C 1.6504 1.0140 -3.5018  O6 1.448, C42 1.543, H55 1.108, H68 1.109
31 C -0.0648 4.4327 0.1118  C24 1.557, C33 1.582, H49 1.106, H51 1.114
32 C -1.7849 -0.7727 3.3558  O4 1.430, C18 1.506, H65 1.094, H88 1.090
33 C -0.8389 5.5527 -0.6929  C31 1.582, C37 1.573, H69 1.111, H86 1.110
34 C -5.8683 0.1716 -2.8643  O1 1.365, O9 1.185, O10 1.362
35 C 4.1356 0.7227 -2.9807  C17 1.428, C42 1.433, C43 1.529
36 C -0.4814 2.0314 1.1083  C24 1.563, C27 1.557, H50 1.108, H79 1.108
37 C 0.0824 6.2126 -1.7835  C29 1.570, C33 1.573, H61 1.108, H75 1.114
38 C -2.8549 0.8366 4.4932  O3 1.188, O4 1.366, O8 1.356
39 C -2.5423 -0.1767 -3.9699  C23 1.511, H46 1.091, H60 1.092, H83 1.089
40 C 4.6100 0.7308 -0.5968  N14 1.333, C17 1.421, B44 1.622
41 C -4.7822 -1.3391 -4.1124  O10 1.427, C23 1.507, H76 1.089, H89 1.094
42 C 2.8075 0.9288 -2.4848  N13 1.330, C30 1.543, C35 1.433
43 C 4.5088 0.6241 -4.4606  N15 1.505, C35 1.529, H67 1.108, H85 1.109
44 B 5.7038 0.5580 0.5890  O11 1.383, C25 1.587, C40 1.622
45 H 1.2504 0.7639 1.3445  C27 1.109
46 H -1.8500 0.3109 -3.2812  C39 1.091
47 H -3.8306 -1.4701 3.3326  C18 1.094
48 H 1.6169 2.5148 0.9635  C27 1.110
49 H 0.2595 4.9122 1.0546  C31 1.106
50 H -0.5003 2.2795 2.1883  C36 1.108
51 H 0.8084 4.1313 -0.5112  C31 1.114
52 H 4.7111 1.9457 1.9809  C25 1.109
53 H -3.5289 -1.2033 -2.3557  C23 1.095
54 H -1.9128 3.6428 0.8924  C24 1.111
55 H 0.9948 1.8932 -3.3437  C30 1.108
56 H -0.4317 4.5055 -3.1257  C29 1.108
57 H -3.6384 -3.0676 5.1664  C28 1.086
58 H 0.5423 0.3769 -1.0157  C21 1.105
59 H 7.5627 0.0070 0.8096  O11 0.969
60 H -2.7816 0.5546 -4.7444  C39 1.092
61 H -0.0095 7.3165 -1.8065  C37 1.108
62 H 0.7011 2.1911 -1.3253  C21 1.105
63 H -2.0176 -2.5368 5.5514  C28 1.093
64 H 0.8189 -8.7559 5.4814  C26 1.091
65 H -0.8529 -0.9610 3.8970  C32 1.094
66 H 6.1635 0.4501 -2.1036  C17 1.096
67 H 5.5797 0.3745 -4.5972  C43 1.108
68 H 2.0312 1.1210 -4.5374  C30 1.109
69 H -1.7151 5.1294 -1.2287  C33 1.111
70 H 6.4765 1.7142 2.3921  C25 1.109
71 H -1.4507 2.9223 -0.6776  C24 1.112
72 H 5.3137 0.4041 2.7378  C25 1.115
73 H -1.1126 -8.6861 3.2679  C20 1.089
74 H 0.8687 -6.9885 5.6593  C26 1.092
75 H 1.1474 6.0041 -1.5338  C37 1.114
76 H -4.6138 -2.4148 -4.1328  C41 1.089
77 H 0.4852 5.8627 -3.9407  C29 1.107
78 H -2.3266 -3.4104 4.0394  C28 1.084
79 H -1.1729 1.1789 0.9578  C36 1.108
80 H -1.7318 -8.5939 5.5935  C19 1.094
81 H 3.6729 1.8973 -5.8622  N15 1.018
82 H 0.2042 -7.9723 6.9464  C26 1.091
83 H -2.0373 -1.0258 -4.4281  C39 1.089
84 H 3.8696 2.5796 -4.3749  N15 1.019
85 H 3.8777 -0.1378 -4.9623  C43 1.109
86 H -1.2210 6.3389 -0.0083  C33 1.110
87 H -0.2111 -7.1566 3.3444  C20 1.094
88 H -1.6731 -1.1132 2.3263  C32 1.090
89 H -4.8096 -0.9630 -5.1390  C41 1.094
90 H -1.2357 6.0622 -3.4954  C29 1.107

Output
Strongest force on any atom (eV Å⁻¹): 2.6
Frontier orbital gap (eV): 7.8366
Total energy (Eh): -2202.864259
Multiplicity: 1
Net charge: +1
HOMO (eV): -12.347